Below is the ion C3H7N3 with charge +2 in a non-equilibrium geometry, with properties calculated with the ωB97M-V functional and the def2-TZVPD basis.

XYZ file:
```
13
Properties=species:S:1:pos:R:3:forces:R:3
N -0.6476 -0.7956 1.6406 -0.403 -0.441 1.706
N 0.2143 1.1512 0.5576 0.923 0.695 0.159
N 0.4761 0.3789 -1.4492 2.490 2.875 0.475
C 0.6392 1.4384 -0.6947 -0.565 -2.442 -0.613
C -0.1687 -0.1454 0.6923 0.252 0.235 -4.906
C -0.0324 -0.7312 -0.7965 -2.085 -1.155 2.676
H -0.6301 -0.4731 2.5848 -0.262 0.348 0.948
H 1.0458 2.4069 -0.9431 -0.067 0.124 -0.437
H 0.2664 -1.8088 -0.8650 1.317 1.171 -0.026
H 0.3495 1.9461 1.1590 -0.433 -0.264 1.506
H 0.6994 0.4122 -2.3998 0.457 -0.141 -1.987
H -1.0958 -1.6742 1.4693 -0.054 -0.834 0.050
H -0.9721 -0.8460 -1.3039 -1.571 -0.170 0.449
```
Forces are in eV/Å.

As for the total charge: +2. As for the LUMO energy: -0.3769 hartree. The structure (SMILES) is [NH2+]=C1C[NH+]=CN1. The value obtained for the frontier orbital gap is 10.8009 eV. The energy above the lowest of the compared OMol25 structures with the same formula, charge and spin is 0.0 kcal/mol. The electronic energy comes out at -282.087363 Eh.

Below is a cluster of 2 separate species, C3H7N3O in total in a non-equilibrium geometry, with properties calculated with the ωB97M-V functional and the def2-TZVPD basis.

XYZ file:
```
14
Properties=species:S:1:pos:R:3:forces:R:3
O -2.0865 1.0264 -1.2455 1.231 -4.503 -0.241
N -1.0656 1.4342 -0.3472 -1.277 0.353 1.461
N -0.6658 -1.4248 0.2218 1.226 0.912 -0.001
N 0.4959 0.2525 -2.3177 0.388 0.700 -1.242
C 0.4234 -0.7648 0.1197 -1.353 2.183 -1.805
C 0.4267 0.3047 -1.1676 0.817 -4.375 2.815
C 1.6117 -0.6450 1.0167 0.351 0.523 -0.137
H 2.3745 -1.3744 0.7289 -0.133 -0.036 0.253
H 2.0572 0.3406 0.8681 0.039 -0.084 -0.192
H 1.3779 -0.6630 2.0803 -0.177 -0.620 -0.028
H -1.4629 1.1446 0.5545 0.521 0.358 -0.004
H -0.7064 -1.9623 1.0916 0.213 -0.139 -0.203
H -1.8039 -0.1206 -1.2892 -1.413 4.915 -0.057
H -0.9761 2.4518 -0.3144 -0.433 -0.190 -0.620
```
Forces are in eV/Å.

As for the LUMO energy: 0.0225 hartree. The structure (SMILES) is [H]/N=C(\C)C#N.NO. The value obtained for the frontier orbital gap is 9.5124 eV. The energy above the lowest of the compared OMol25 structures with the same formula, charge and spin is 133.4 kcal/mol. The electronic energy comes out at -357.837222 Eh.

Below is a cluster of 2 separate species, C3H7N3O in total in a non-equilibrium geometry, with properties calculated with the ωB97M-V functional and the def2-TZVPD basis.

XYZ file:
```
14
Properties=species:S:1:pos:R:3:forces:R:3
O 0.8328 0.4562 -0.8090 -0.821 0.223 -0.476
N -0.6640 1.0698 0.7865 0.247 -0.041 -0.023
N 1.6034 1.5839 -0.4042 0.261 -0.170 0.670
N 0.2385 -2.1170 1.8270 -0.465 -0.547 0.487
C 1.0825 -1.6135 1.2513 1.586 1.276 -1.224
C -1.2399 -0.7295 -0.8595 0.387 -0.337 0.451
C -0.4127 0.3377 -0.2081 0.336 0.455 0.239
H -1.5197 0.8531 1.2796 -0.216 -0.053 -0.299
H 1.3472 2.3624 -1.0120 -0.236 -0.273 0.037
H -2.2009 -0.3201 -1.1391 -0.196 0.092 -0.111
H -1.3987 -1.5516 -0.1442 0.030 0.293 -0.277
H 1.2504 1.8054 0.5368 0.057 0.105 -0.366
H -0.7215 -1.1112 -1.7347 -0.077 -0.051 -0.061
H 1.8026 -1.0256 0.6297 -0.894 -0.972 0.953
```
Forces are in eV/Å.

As for the LUMO energy: 0.0347 hartree. The structure (SMILES) is [H]/N=C(\C)ON.C#N. The value obtained for the frontier orbital gap is 11.1021 eV. The energy above the lowest of the compared OMol25 structures with the same formula, charge and spin is 74.1 kcal/mol. The electronic energy comes out at -357.931771 Eh.

Below is an isolated molecule of C3H7N3O in a non-equilibrium geometry, with properties calculated with the ωB97M-V functional and the def2-TZVPD basis.

XYZ file:
```
14
Properties=species:S:1:pos:R:3:forces:R:3
O -0.4348 1.2718 2.1620 -0.022 -0.159 -0.151
N 0.2549 -0.6197 -0.7494 -0.468 -2.447 -0.186
N 1.1624 -0.3338 1.8530 0.345 -0.181 0.149
N -1.3221 1.0571 -0.4696 -0.682 0.528 -0.370
C -0.2525 0.3374 0.0254 0.155 -0.065 0.409
C -0.1424 -1.0636 -1.9529 -0.333 1.095 -1.209
C 0.1416 0.4945 1.4091 -0.030 0.028 0.047
H 0.4715 -1.7942 -2.4579 -0.107 -0.179 0.328
H -0.8767 -0.5163 -2.5068 -0.095 0.297 -0.267
H -1.7667 1.6074 0.2476 0.060 -0.073 0.495
H 0.4470 -1.5739 -0.4000 1.162 1.111 1.377
H -1.0981 1.7127 -1.2013 0.203 -0.001 -0.513
H 1.9565 -0.4374 1.2452 -0.006 -0.097 -0.252
H 1.4595 -0.1418 2.7957 -0.182 0.143 0.141
```
Forces are in eV/Å.

As for the LUMO energy (alpha / beta): 0.0141 / 0.0228 hartree. The value obtained for the frontier orbital gap (alpha / beta) is 7.6070 / 7.6523 eV. The energy above the lowest of the compared OMol25 structures with the same formula, charge and spin is 61.0 kcal/mol. The electronic energy comes out at -357.952703 Eh.

Below is an isolated molecule of C3H7N3O, with properties calculated with the ωB97M-V functional and the def2-TZVPD basis.

XYZ file:
```
14
Properties=species:S:1:pos:R:3:forces:R:3
O 0.2911 0.3456 -1.4746 -0.022 -0.051 0.393
N 1.1910 0.2208 0.6200 -0.142 -0.007 0.006
N -3.2826 -0.5754 0.1041 0.180 0.154 -0.242
N -1.0995 0.1074 0.3309 -0.068 -0.091 0.023
C -2.2383 -0.0936 -0.4333 -0.076 -0.036 0.040
C 0.1543 0.2386 -0.2677 0.058 -0.028 -0.143
C 2.5600 0.0887 0.1705 0.167 -0.008 -0.077
H 3.0456 -0.7503 0.6803 -0.049 0.142 -0.085
H 2.5334 -0.1127 -0.9014 0.052 0.047 0.147
H 3.1442 0.9991 0.3418 -0.107 -0.109 -0.018
H 0.9997 0.2100 1.6088 -0.019 -0.034 -0.155
H -2.0993 0.2003 -1.4754 -0.073 -0.077 0.117
H -4.0242 -0.6542 -0.5875 0.043 0.034 0.089
H -1.1756 -0.2243 1.2836 0.056 0.065 -0.097
```
Forces are in eV/Å.

As for the LUMO energy: 0.0291 hartree. The structure (SMILES) is [H]/N=C/NC(=O)NC. The value obtained for the frontier orbital gap is 10.4297 eV. The energy above the lowest of the compared OMol25 structures with the same formula, charge and spin is 3.1 kcal/mol. The electronic energy comes out at -358.044871 Eh.

Below is a cluster of 2 separate species, C3H7N3O in total, with properties calculated with the ωB97M-V functional and the def2-TZVPD basis.

XYZ file:
```
14
Properties=species:S:1:pos:R:3:forces:R:3
O 1.2827 -1.2958 -2.0828 0.321 0.157 0.694
N -0.7586 -0.1296 0.0923 0.028 -0.068 0.232
N 0.3573 0.0202 2.1031 -0.106 0.256 -0.119
N 2.3808 -0.9146 -0.0026 -0.202 -0.120 -0.491
C 1.7614 -1.0937 -1.0271 0.018 -0.094 -0.219
C -1.4285 0.4521 -1.0490 -0.063 0.112 -0.119
C -0.2492 0.5851 1.1247 0.032 -0.098 -0.078
H -1.2308 -0.1570 -1.9348 -0.038 0.099 0.120
H -0.3718 1.6690 1.0049 -0.001 -0.137 0.073
H -2.5124 0.5419 -0.9035 0.148 -0.035 -0.040
H 1.9507 -0.7154 0.8993 -0.127 0.006 0.006
H -0.8122 -1.1292 0.2325 0.037 0.122 -0.037
H -1.0169 1.4477 -1.2375 -0.084 -0.127 0.015
H 0.6475 0.7192 2.7804 0.037 -0.072 -0.038
```
Forces are in eV/Å.

As for the LUMO energy: 0.0316 hartree. The structure (SMILES) is [H]/N=C/NC.N=C=O. The value obtained for the frontier orbital gap is 10.2117 eV. The energy above the lowest of the compared OMol25 structures with the same formula, charge and spin is 17.6 kcal/mol. The electronic energy comes out at -358.021819 Eh.

Below is an isolated molecule of C3H7N3O in a non-equilibrium geometry, with properties calculated with the ωB97M-V functional and the def2-TZVPD basis.

XYZ file:
```
14
Properties=species:S:1:pos:R:3:forces:R:3
O -1.6502 0.4490 -1.0522 -0.834 0.773 -2.352
N 0.7496 -0.0494 1.6176 -5.794 0.211 -4.073
N 2.0889 -0.3699 1.7130 0.131 1.101 -0.044
N -1.5483 -0.1010 0.1913 4.246 0.091 2.153
C 0.0324 0.0975 0.4452 2.748 -2.359 2.434
C -0.6093 -0.0328 -1.8611 0.832 -4.622 2.770
C 0.6450 0.1282 -0.9962 1.152 2.202 2.409
H -0.6229 -1.2992 -1.8460 -0.683 3.144 -0.874
H -1.9304 0.6418 0.7262 -0.907 0.530 1.212
H 1.4441 -0.7428 -0.9565 -1.348 2.284 -0.881
H 2.2157 -0.2296 2.7285 0.727 -1.035 -1.117
H -0.7498 0.4617 -2.7713 0.352 0.318 -1.495
H 2.3803 -1.2666 1.2859 -0.399 0.774 0.655
H 1.0249 1.3275 -0.9293 -0.225 -3.413 -0.796
```
Forces are in eV/Å.

As for the LUMO energy: 0.0348 hartree. The structure (SMILES) is N/N=C1\CCON1. The value obtained for the frontier orbital gap is 9.1005 eV. The energy above the lowest of the compared OMol25 structures with the same formula, charge and spin is 152.0 kcal/mol. The electronic energy comes out at -357.807624 Eh.

Below is a cluster of 2 separate species, C3H7N3O in total in a non-equilibrium geometry, with properties calculated with the ωB97M-V functional and the def2-TZVPD basis.

XYZ file:
```
14
Properties=species:S:1:pos:R:3:forces:R:3
O 1.5660 0.5388 0.2933 1.142 0.068 -0.057
N -2.5998 -0.7186 0.4444 0.131 -0.002 0.134
N 2.5441 -0.3622 0.0528 -0.328 0.459 -0.067
N -0.7371 1.6948 -0.2674 -0.180 0.513 -0.127
C -0.2768 -0.6556 -0.4155 -0.727 0.286 -0.867
C -0.1415 0.6381 -0.8007 0.436 -1.295 1.186
C -1.4480 -1.2309 0.2518 -0.583 -0.129 -0.536
H 2.8203 -0.8573 0.8977 -0.150 0.110 -0.093
H 0.5031 -1.3552 -0.6941 0.171 0.136 0.265
H -2.6806 0.2130 0.0331 0.144 -0.042 -0.004
H -1.0010 1.6887 0.7139 0.151 0.005 -0.101
H -0.5649 2.6060 -0.6648 -0.122 -0.110 0.035
H 3.3338 0.0632 -0.4278 -0.154 -0.052 0.061
H -1.3175 -2.2628 0.5831 0.071 0.054 0.171
```
Forces are in eV/Å.

As for the LUMO energy (alpha / beta): -0.0211 / -0.0257 hartree. The value obtained for the frontier orbital gap (alpha / beta) is 7.9001 / 6.9909 eV. The energy above the lowest of the compared OMol25 structures with the same formula, charge and spin is 156.8 kcal/mol. The electronic energy comes out at -357.800037 Eh.

Below is an isolated molecule of C3H7N3O, with properties calculated with the ωB97M-V functional and the def2-TZVPD basis.

XYZ file:
```
14
Properties=species:S:1:pos:R:3:forces:R:3
O -0.6753 -1.3095 -0.5122 0.147 0.420 0.151
N 0.0270 0.8552 -0.7833 0.020 0.048 -0.045
N -0.3287 -0.0042 1.3334 0.071 -0.005 -0.080
N 0.9784 1.6519 -2.7158 -0.132 -0.276 0.020
C 0.3583 0.7188 -2.1198 0.077 0.046 -0.036
C -0.4004 -1.1194 2.2582 -0.035 -0.134 0.120
C -0.3515 -0.2442 -0.0155 0.007 -0.149 0.029
H -0.9847 -0.8485 3.1413 0.052 -0.025 -0.135
H 0.3231 1.7225 -0.3533 -0.035 -0.189 -0.017
H 1.1659 1.3830 -3.6780 -0.077 0.082 0.034
H 0.0392 -0.2418 -2.5298 0.094 0.135 -0.006
H -0.8877 -1.9451 1.7396 0.042 0.094 0.120
H 0.1392 0.8287 1.6562 -0.066 -0.093 -0.085
H 0.5971 -1.4474 2.5790 -0.165 0.045 -0.069
```
Forces are in eV/Å.

As for the LUMO energy: 0.0290 hartree. The structure (SMILES) is [H]/N=C/NC(=O)NC. The value obtained for the frontier orbital gap is 10.4340 eV. The energy above the lowest of the compared OMol25 structures with the same formula, charge and spin is 3.1 kcal/mol. The electronic energy comes out at -358.045000 Eh.

Below is an isolated molecule of C3H7N3O in a non-equilibrium geometry, with properties calculated with the ωB97M-V functional and the def2-TZVPD basis.

XYZ file:
```
14
Properties=species:S:1:pos:R:3:forces:R:3
O 0.2594 -1.1476 -0.4860 -2.239 -2.281 0.306
N 0.5756 1.1205 -0.4035 -1.265 1.132 0.523
N 1.3899 -0.8870 0.2242 2.086 -0.226 0.961
N -0.8494 1.2954 0.3114 4.618 1.314 -1.461
C 1.6154 0.3625 0.1581 -4.230 -0.172 -1.013
C -1.5520 0.1997 -0.1401 -5.388 -0.103 -1.395
C -0.9907 -1.0735 0.3049 -0.802 -0.927 -5.823
H -1.8657 0.1675 -1.2843 1.770 0.317 1.967
H -0.7911 -1.2269 1.2913 0.292 -0.460 2.779
H -0.5098 1.0842 1.2388 -0.557 0.211 0.660
H 2.4340 0.8907 0.4764 2.314 0.526 0.852
H -1.7725 -1.7277 -0.2096 1.563 -0.561 1.255
H 0.8436 2.0277 -0.6534 0.328 1.511 -0.082
H -2.6628 0.3311 0.1664 1.508 -0.281 0.473
```
Forces are in eV/Å.

As for the LUMO energy: 0.0366 hartree. The structure (SMILES) is C1=NOCCNN1. The value obtained for the frontier orbital gap is 9.8279 eV. The energy above the lowest of the compared OMol25 structures with the same formula, charge and spin is 139.4 kcal/mol. The electronic energy comes out at -357.827689 Eh.

Below is an isolated molecule of C3H7N3O2 in a non-equilibrium geometry, with properties calculated with the ωB97M-V functional and the def2-TZVPD basis.

XYZ file:
```
15
Properties=species:S:1:pos:R:3:forces:R:3
O -3.5485 -0.6336 -0.4826 6.416 -3.526 0.730
O -0.6435 0.2977 -0.4100 -1.539 -1.728 -0.171
N 1.4985 -0.2235 -0.4907 4.396 2.229 -2.488
N -2.9244 0.3336 0.3087 0.885 3.419 -0.079
N 0.9567 2.0857 -0.2090 -2.809 -2.539 1.583
C -1.7378 0.8509 0.1958 -0.254 1.185 1.235
C 0.5962 0.7818 -0.2782 1.941 5.046 -0.575
C 1.5953 -1.3711 0.2359 3.152 -6.542 1.701
H 2.6026 -0.0716 -0.5980 -4.098 1.678 -0.402
H 2.8269 -1.5532 0.4110 -3.145 -0.098 -0.696
H -1.3258 1.9223 0.6736 -2.241 -3.116 -0.558
H 0.1115 2.7366 0.1236 2.214 -1.902 -1.600
H -2.6530 -1.4181 -0.5198 -4.251 2.884 -0.490
H 1.4052 -1.2356 1.2901 -1.153 -0.439 0.369
H 1.2401 -2.5020 -0.2505 0.488 3.449 1.441
```
Forces are in eV/Å.

As for the LUMO energy: 0.0099 hartree. The structure (SMILES) is [H]/N=C(/NC)O/C=N\O. The value obtained for the frontier orbital gap is 9.6394 eV. The energy above the lowest of the compared OMol25 structures with the same formula, charge and spin is 190.5 kcal/mol. The electronic energy comes out at -433.019142 Eh.

Below is an isolated molecule of C3H7N3O2 in a non-equilibrium geometry, with properties calculated with the ωB97M-V functional and the def2-TZVPD basis.

XYZ file:
```
15
Properties=species:S:1:pos:R:3:forces:R:3
O 2.3579 0.2336 0.5169 0.794 -0.371 -1.934
O -1.7691 -0.5984 -0.7372 -0.283 0.020 -1.115
N 0.2058 0.5449 -1.2233 -0.614 -0.049 0.988
N 1.7624 0.5995 1.6617 1.624 0.616 1.596
N -0.2952 -0.4452 0.9460 -0.273 0.276 -0.974
C -2.1967 -0.4059 -2.1447 -0.934 -1.676 1.706
C -0.5651 -0.0940 -0.4189 2.161 0.625 0.011
C 0.6031 0.1922 1.8085 -2.390 -0.672 -0.402
H -1.9740 0.5760 -2.4104 -0.025 1.736 -0.471
H 0.2082 0.2985 2.7879 -0.321 0.400 0.772
H -1.1498 -0.7114 1.4074 -0.009 -0.126 0.080
H 3.2668 0.5294 0.6010 0.101 0.103 0.093
H 1.0966 0.9157 -0.8073 -1.490 -0.932 -0.389
H -1.6263 -1.0476 -2.7891 0.297 -0.477 -0.166
H -3.2906 -0.6899 -2.1876 1.362 0.527 0.205
```
Forces are in eV/Å.

As for the LUMO energy: 0.0285 hartree. The structure (SMILES) is [H]/N=C(\N/C=N\O)OC. The value obtained for the frontier orbital gap is 9.8345 eV. The energy above the lowest of the compared OMol25 structures with the same formula, charge and spin is 88.5 kcal/mol. The electronic energy comes out at -433.181804 Eh.

The highest electronic energy belongs to which entry?
C3H7N3

Look up the electronic energy of the tenth one.
-357.827689 Eh